Entry from the OMol25 dataset: a cluster of 7 separate species, C12H22Cl16 in total (ωB97M-V with the def2-TZVPD basis set).

Properties
E_LUMO (eV): 0.3
SMILES: ClC(Cl)Cl.ClC(Cl)Cl.ClCCCl.ClCCCl.ClCCCl.ClCCCl.ClCCCl
Energy above the lowest of the compared OMol25 structures with the same formula, charge and spin (kJ/mol): 0.0

```
50
C12H22Cl16 ωB97M-V with the def2-TZVPD basis set
Cl 3.9607 4.3924 -1.1905
C 3.4121 4.0675 0.4391
Cl 2.8834 5.5503 1.2185
Cl 4.6771 3.2684 1.3711
H 2.5659 3.3988 0.3684
Cl -1.2851 -0.4191 -1.0719
C 0.4697 -0.2850 -1.0691
Cl 0.9487 0.9831 0.0503
Cl 1.0789 0.0353 -2.6947
H 0.8903 -1.2223 -0.7325
Cl 3.3615 -2.3392 -0.3769
C 4.1425 -3.8619 0.0553
C 3.8589 -4.2600 1.4734
Cl 4.5317 -3.0859 2.6336
H 5.2123 -3.7226 -0.0931
H 3.8184 -4.6256 -0.6473
H 4.3039 -5.2273 1.7013
H 2.7895 -4.3484 1.6572
Cl 0.2682 4.1183 -1.4539
C -0.5897 3.3748 -2.8353
C -1.8140 4.1848 -3.1559
Cl -2.6943 3.3531 -4.4815
H -0.8442 2.3644 -2.5283
H 0.1087 3.3339 -3.6658
H -1.5737 5.1812 -3.5075
H -2.4927 4.2256 -2.3100
Cl -4.2684 -2.8365 3.5224
C -3.1551 -2.4830 2.1648
C -2.9188 -1.0178 1.9922
Cl -4.3841 -0.1573 1.4597
H -3.5996 -2.9146 1.2728
H -2.2163 -2.9848 2.3892
H -2.1589 -0.8618 1.2259
H -2.5682 -0.5587 2.9127
Cl 0.5610 -1.2955 2.6508
C 2.1778 -0.6519 3.1265
C 1.9818 0.7222 3.7252
Cl 3.5365 1.2922 4.3939
H 2.7768 -0.6059 2.2234
H 2.5875 -1.3436 3.8511
H 1.2662 0.7016 4.5400
H 1.6801 1.4388 2.9678
Cl -4.2215 -2.3241 -1.7000
C -4.4480 -0.6337 -2.2407
C -3.8116 -0.3488 -3.5839
Cl -4.5577 -1.2961 -4.8889
H -4.0231 0.0057 -1.4694
H -5.5176 -0.4422 -2.2934
H -2.7428 -0.5449 -3.5820
H -3.9646 0.7065 -3.8145
```

***

Entry from the OMol25 dataset: a structure of composition C12H22Cl4N2 at a distorted geometry (ωB97M-V with the def2-TZVPD basis set).

Properties
E_LUMO (eV): 0.3
Energy above the lowest of the compared OMol25 structures with the same formula, charge and spin (kJ/mol): 706.3

```
40
C12H22Cl4N2 ωB97M-V with the def2-TZVPD basis set
C 0.5177 0.0393 2.7277
C 1.1641 -1.0258 1.8466
C 1.3905 -0.4581 0.4494
C 2.6506 0.2573 0.1561
N 3.6699 0.7537 -0.1497
H 0.2368 -0.1355 3.7663
H -0.3189 0.4085 2.1344
H 1.2519 0.8344 2.8572
H 0.4310 -1.8309 1.7977
H 2.1137 -1.4228 2.2054
H 0.4876 0.0540 0.1166
H 1.5870 -1.3307 -0.1735
C -2.0920 0.4467 0.5914
C -1.9515 1.5383 1.6028
C -1.0899 2.7328 1.1495
C -1.6134 3.3320 -0.0759
N -2.0675 3.8662 -0.9968
H -2.5667 -0.4790 0.9167
H -1.1351 0.2652 0.1021
H -2.7840 0.8128 -0.1671
H -1.6896 1.2113 2.6090
H -2.9695 1.8979 1.7525
H -0.1119 2.3192 0.9035
H -1.0632 3.5626 1.8558
Cl 1.6600 -3.2687 1.0667
C 0.7726 -3.3826 -0.4242
C -0.7566 -3.3427 -0.2022
Cl -1.3749 -1.7182 0.0451
H 0.9483 -4.2933 -0.9969
H 1.0087 -2.5095 -1.0326
H -1.0076 -3.9255 0.6841
H -1.3448 -3.7315 -1.0334
Cl 0.4271 0.8620 -1.1710
C 0.6132 1.5809 -2.7599
C 0.7877 0.5038 -3.8683
Cl 1.9515 1.2639 -5.0421
H 1.4940 2.1977 -2.5816
H -0.2365 2.2565 -2.8586
H -0.2102 0.3011 -4.2571
H 1.2197 -0.4436 -3.5459
```

***

Entry from the OMol25 dataset: the molecule C12H22ClNO10S3 at a distorted geometry (ωB97M-V with the def2-TZVPD basis set).

Properties
E_LUMO (eV): -1.3
SMILES: O=NO[C@@H]1[C@H](CCCCS(=O)(=O)Cl)COS(=O)(=O)[C@H]1CCCCS(=O)(=O)O

```
49
C12H22ClNO10S3 ωB97M-V with the def2-TZVPD basis set
O 1.2263 -4.0570 1.9118
N 1.8541 -3.1255 1.3790
O 1.3563 -3.0397 0.1484
C 0.6703 -1.8159 -0.1802
C 0.5079 -0.6535 0.9283
C 1.9236 0.0907 1.3981
C 2.9647 0.3683 0.1635
C 3.9003 1.6841 0.5959
C 5.2428 1.6012 -0.3767
S 6.1221 3.2829 -0.4019
O 6.4405 3.7617 1.0525
O 7.4244 3.1211 -1.2322
Cl 4.8996 4.7039 -1.4064
C -0.4567 -1.0521 2.2356
O -1.8700 -1.2393 1.8714
S -2.0368 -2.4903 0.7054
O -3.5019 -2.4810 0.1611
O -1.7869 -3.9214 1.3131
C -0.8523 -2.2456 -0.7248
C -1.4054 -1.2837 -1.9319
C -2.2332 0.0474 -1.4304
C -3.7508 0.0631 -2.0612
C -4.9491 0.3276 -0.9747
S -4.6141 1.7028 0.2573
O -3.9851 1.0052 1.5234
O -3.5451 2.7331 -0.2202
O -6.0676 2.4664 0.8306
H 1.1985 -1.3483 -1.1434
H -0.1043 0.2289 0.4018
H 2.4088 -0.5239 2.2925
H 1.5859 1.1389 1.8445
H 2.4448 0.5074 -0.8769
H 3.7094 -0.5643 0.1329
H 3.2627 2.6616 0.4258
H 4.2214 1.5522 1.7365
H 5.9739 0.7311 -0.0204
H 4.9506 1.3369 -1.4859
H -0.4062 -0.0894 2.9395
H 0.0060 -1.9376 2.8678
H -0.6917 -3.3242 -1.2110
H -0.4942 -0.9539 -2.5944
H -2.0896 -1.9761 -2.6230
H -1.6695 0.9801 -1.9177
H -2.1876 0.2245 -0.2713
H -4.0211 -0.9573 -2.6151
H -3.8617 0.9133 -2.8909
H -5.8986 0.6779 -1.6080
H -5.3101 -0.6463 -0.4017
H -6.5053 1.8140 1.4836
```

***

Entry from the OMol25 dataset: a structure of composition C12H22FINOSi2 at a distorted geometry (ωB97M-V with the def2-TZVPD basis set).

Properties
Total charge: -1
E_LUMO (eV): 2.4

```
40
C12H22FINOSi2 ωB97M-V with the def2-TZVPD basis set
C 3.6756 -1.9238 1.4568
C 2.4783 -0.9096 1.2772
C 2.8617 0.6304 1.4063
I 4.9917 0.9885 1.2933
Si 1.9354 1.7378 0.1421
C 0.1112 2.0270 0.7149
C -0.6795 0.7134 0.3580
C -2.1537 0.6565 0.9081
C -2.8603 -0.5832 0.2219
C -2.0957 -1.7273 -0.2948
C -2.7388 -2.8638 -0.9710
C -4.1832 -2.8934 -1.1427
C -4.9410 -1.7728 -0.6045
C -4.3267 -0.6332 0.0637
O 1.8051 0.7708 -1.2897
Si 1.6329 1.6943 -2.7077
N -0.0677 2.0523 -3.1224
H 4.4057 -1.9130 0.6109
H 4.1591 -1.8064 2.4568
H 3.2077 -2.9565 1.4474
H 1.9651 -1.1857 0.3206
H 1.7499 -1.1405 2.1071
H 2.4908 0.9652 2.4177
H 2.6583 2.9925 -0.0921
H -0.2624 2.9103 0.1110
H 0.0451 2.3298 1.7908
H -0.7351 0.5957 -0.7538
H -0.1399 -0.1802 0.7618
H -2.1871 0.4840 2.0163
H -2.7497 1.5874 0.7030
H -0.9851 -1.8029 -0.2055
H -2.0904 -3.6828 -1.3663
H -4.6222 -3.7585 -1.6820
H -6.0545 -1.7621 -0.6961
H -4.9213 0.2209 0.4753
H 2.1123 0.8322 -3.8124
H 2.4723 2.8955 -2.7352
H -0.3621 2.9493 -2.7342
H -0.6848 1.2991 -2.8161
F 5.0831 2.1629 3.9656
```

***

Values for Kohn-Sham gap, eV, ordered as above
11.0; 10.3; 9.3; 5.7